Record 1
C10H22Br12N5 as an isolated structure in a non-equilibrium geometry. Source: OMol25; level of theory: the ωB97M-V functional and the def2-TZVPD basis.

Its charge is +1. Its HOMO energy is -0.4039 hartree. As for the total energy: -31555.890895 Ha.

The geometry in XYZ format:
```
49
C10H22Br12N5 (the ωB97M-V functional and the def2-TZVPD basis)
C -0.03 -1.81 0.06
N -0.10 -1.41 1.51
Br -4.31 3.84 -2.81
N 0.60 3.79 0.85
H 4.87 4.27 4.00
H -0.36 4.14 -1.30
H 1.69 -5.50 -3.33
C -0.57 0.90 0.85
H 0.37 -10.40 -0.53
H -0.21 -0.94 -1.88
C -0.80 3.48 0.57
Br 1.60 -6.78 -1.21
H -0.89 -2.44 -0.15
C 4.26 4.18 3.11
N -1.61 4.55 1.19
H 0.83 -2.45 -0.09
Br 3.82 5.94 2.50
N -0.87 0.46 -0.52
H -1.88 3.54 -1.18
Br -0.36 -4.53 -2.33
Br 2.56 -11.18 -1.37
H 0.83 -1.19 1.86
H -1.51 5.36 0.59
Br 5.29 3.21 1.80
H 1.13 3.48 0.04
H -2.32 2.06 1.27
Br 2.68 3.19 3.62
H -2.60 4.30 1.16
C -3.55 4.96 -4.19
C 1.23 -10.80 -0.03
H 0.94 3.23 1.62
N -0.93 3.42 -0.87
Br -1.64 5.09 -4.00
H -0.43 -2.22 2.04
H -0.95 2.35 2.33
H -3.75 4.47 -5.13
H -2.02 -0.52 1.59
C 1.45 -5.21 -2.31
Br 0.67 -12.39 0.89
H 0.51 0.99 0.97
Br 1.85 -9.45 1.21
C 0.05 -0.62 -0.88
H 1.05 -0.21 -0.90
H -1.80 0.05 -0.50
C -0.99 -0.23 1.78
C -1.23 2.19 1.29
Br 2.72 -3.86 -1.79
Br -4.38 6.69 -4.24
H -0.92 0.04 2.83
```


Record 2
C20H24CdN4O4 as an isolated structure in a non-equilibrium geometry. Source: OMol25; level of theory: the ωB97M-V functional and the def2-TZVPD basis.

Its charge is 0. Its HOMO energy is -0.2702 hartree. As for the total energy: -1464.161525 Ha.

The geometry in XYZ format:
```
53
C20H24CdN4O4 (the ωB97M-V functional and the def2-TZVPD basis)
O 1.66 0.93 -0.37
H 1.35 2.31 2.23
C 3.54 0.92 -2.23
H -2.82 -3.98 2.26
C -0.05 0.89 4.64
H 3.50 3.53 0.93
H 5.10 0.21 0.61
N 3.86 1.08 -0.84
C -2.30 -3.18 2.74
C -2.40 -0.10 -2.18
C 3.98 2.69 1.37
H 4.93 2.52 0.85
O -0.92 0.18 1.95
H -5.73 -1.46 -5.21
H 4.35 2.98 2.42
O -1.70 0.98 -1.81
H -1.82 1.37 -4.28
H 1.46 0.52 1.98
C -3.07 0.50 -5.91
H 0.70 1.43 5.19
H 4.09 1.69 -2.80
C -1.83 -3.35 4.01
H -1.01 0.84 5.10
H -2.67 1.09 -6.72
H -3.07 -2.89 0.23
H -4.52 -1.62 -3.05
C -4.19 -0.26 -6.13
H 3.76 -0.07 -2.63
C -0.64 -1.23 3.77
Cd -0.49 0.50 -0.16
N -1.96 -1.26 -0.27
H 2.46 1.18 -2.30
C -0.97 -2.34 4.49
H -4.49 -0.40 -7.21
C 2.83 1.07 0.06
C -1.90 -2.05 1.97
H 2.41 1.22 3.25
C -3.11 -0.07 -3.54
O 0.38 -0.41 4.30
C -1.19 -0.99 2.45
C -4.83 -0.91 -5.07
C 5.16 0.56 -0.38
H 5.91 1.40 -0.46
H 5.44 -0.20 -1.17
N 3.10 1.50 1.33
C -2.37 -2.10 0.59
H -0.18 1.40 3.65
C 2.00 1.39 2.25
H -0.43 -2.42 5.35
C -2.56 0.66 -4.57
C -4.24 -0.88 -3.81
H -1.94 -4.13 4.69
N -2.56 -1.26 -1.54
```


Record 3
C7H8O as an isolated structure in a non-equilibrium geometry. Source: OMol25; level of theory: the ωB97M-V functional and the def2-TZVPD basis.

Its energy above the lowest of the compared OMol25 structures with the same formula, charge and spin is 7.440 eV. Its charge is 0. Its HOMO energy is -0.3339 hartree. As for the total energy: -346.502095 Ha.

The geometry in XYZ format:
```
16
C7H8O (the ωB97M-V functional and the def2-TZVPD basis)
O -0.99 -0.43 -1.24
C -1.37 -0.65 0.92
H 1.65 2.48 -0.66
H 3.05 -0.28 0.23
H -2.00 1.27 -0.43
H -2.49 -1.01 0.88
H -0.84 -0.33 1.74
H -0.39 2.90 -0.03
C -0.56 -1.24 -0.33
C 0.88 -0.73 -0.08
H 2.16 -2.02 -0.06
C 0.49 2.07 -0.05
C -1.22 0.43 -0.07
C 0.23 0.75 -0.05
C 2.12 -0.98 -0.01
H -0.74 -2.25 -0.75
```


Record 4
One molecule with the formula C3H8N2OS in a non-equilibrium geometry. Source: OMol25; level of theory: the ωB97M-V functional and the def2-TZVPD basis.

Its energy above the lowest of the compared OMol25 structures with the same formula, charge and spin is 3.669 eV. Its charge is 0. Its HOMO energy is -0.3181 hartree. As for the total energy: -701.942679 Ha. The structure (SMILES) is C/N=C(/NS)OC.

The geometry in XYZ format:
```
15
C3H8N2OS (the ωB97M-V functional and the def2-TZVPD basis)
N 1.59 -0.84 0.05
H -2.17 -1.31 -1.32
C 0.53 -0.12 0.13
H 0.15 2.92 -0.25
N -0.68 -0.71 0.56
C -0.25 2.08 0.19
H -0.40 -1.65 1.03
H 3.44 -1.16 0.76
H -1.39 1.87 0.01
H 3.25 -0.83 -1.23
H -0.18 1.92 1.27
S -2.26 -0.51 -0.16
H 3.14 0.56 0.14
O 0.59 1.05 -0.37
C 2.93 -0.57 -0.19
```


Record 5
A 2-piece molecular cluster, CH4N3O2 overall in a non-equilibrium geometry. Source: OMol25; level of theory: the ωB97M-V functional and the def2-TZVPD basis.

Its energy above the lowest of the compared OMol25 structures with the same formula, charge and spin is 2.668 eV. Its charge is +1. Its HOMO energy is -0.4823 hartree. As for the total energy: -354.788800 Ha.

The geometry in XYZ format:
```
10
CH4N3O2 (the ωB97M-V functional and the def2-TZVPD basis)
N -0.51 -2.07 -0.48
N -1.67 1.50 1.67
H -0.67 -2.47 0.44
O -1.92 2.52 1.96
C -1.24 -1.30 -1.15
N -1.57 0.86 0.14
H -2.14 1.69 -0.05
H -0.63 1.30 0.14
O -1.62 -0.91 -2.17
H 0.46 -2.14 -0.98
```


Record 6
One molecule with the formula C5H8O3. Source: OMol25; level of theory: the ωB97M-V functional and the def2-TZVPD basis.

Its energy above the lowest of the compared OMol25 structures with the same formula, charge and spin is 1.840 eV. Its charge is 0. Its HOMO energy is -0.3372 hartree. As for the total energy: -420.988442 Ha. The structure (SMILES) is C=COC(O)(O)C=C.

The geometry in XYZ format:
```
16
C5H8O3 (the ωB97M-V functional and the def2-TZVPD basis)
H 3.45 0.23 0.05
C 1.54 0.99 0.43
H -2.72 -1.46 0.43
O -0.86 1.06 -1.14
C -2.11 -1.87 -0.36
H 3.37 1.87 0.89
H -0.79 1.92 -0.72
H -0.41 -1.62 -1.59
O 0.86 -0.08 -0.09
H -1.02 -0.30 1.61
O -1.12 0.43 0.99
C -1.03 -1.25 -0.79
C 2.86 1.03 0.46
H 0.93 1.78 0.85
C -0.54 0.07 -0.23
H -2.43 -2.80 -0.79
```


Record 7
A 2-piece molecular cluster, CH2IO3P overall in a non-equilibrium geometry. Source: OMol25; level of theory: the ωB97M-V functional and the def2-TZVPD basis.

Its energy above the lowest of the compared OMol25 structures with the same formula, charge and spin is 0.492 eV. Its charge is -2. Its HOMO energy is 0.0120 hartree. As for the total energy: -904.101253 Ha.

The geometry in XYZ format:
```
8
CH2IO3P (the ωB97M-V functional and the def2-TZVPD basis)
O 3.58 -1.67 -1.07
H -1.38 -1.03 -2.30
O 4.02 0.68 -0.19
P 3.54 -0.72 0.03
C -1.05 -0.23 -1.62
H 0.06 -0.50 -1.46
I -2.59 -0.62 0.10
O 3.19 -1.15 1.43
```


Record 8
One molecule with the formula C4H9NO2. Source: OMol25; level of theory: the ωB97M-V functional and the def2-TZVPD basis.

Its energy above the lowest of the compared OMol25 structures with the same formula, charge and spin is 3.184 eV. Its charge is 0. Its HOMO energy is -0.3575 hartree. As for the total energy: -362.968540 Ha. The structure (SMILES) is COC/C(C)=N\O.

The geometry in XYZ format:
```
16
C4H9NO2 (the ωB97M-V functional and the def2-TZVPD basis)
H -1.47 2.58 -0.98
C -1.18 -1.57 -0.26
H -0.15 -0.46 2.06
H 1.85 1.39 -0.25
H 1.35 -0.01 -1.24
C 0.14 0.12 1.17
H 2.96 -0.01 -0.46
H -0.24 -2.12 -0.39
O 1.42 -0.35 0.81
C -0.87 -0.14 0.07
H -1.72 -2.05 0.57
H -1.78 -1.64 -1.17
N -1.40 0.76 -0.67
O -1.00 2.05 -0.33
C 1.91 0.29 -0.34
H 0.17 1.18 1.42
```


no.,LUMO (eV)
1,-3.1
2,0.2
3,1.0
4,0.6
5,-6.0
6,0.8
7,5.3
8,1.0